Entry 1:
128
Properties=species:S:1:pos:R:3:forces:R:3 method="wB97M-V/def2-TZVPD" e_homo_ev=-8.6
Br -20.060670 21.872990 2.408470 0.3317 -0.0108 -0.2562
C -15.697960 14.289920 -0.452750 -1.4138 -0.6893 0.3951
C -27.294310 13.718330 -1.989850 1.3265 -3.5022 -0.6757
H -21.682370 22.137500 4.220050 -0.2680 -0.2205 -0.1856
O -22.215760 14.637740 4.922290 1.9173 -1.2074 -1.4449
O -23.146880 15.622620 -2.736610 -0.4197 -0.2214 -0.7607
C -22.779600 16.902110 0.274180 -2.5282 -2.4014 3.3106
C -17.085900 11.536240 -2.163110 -0.7125 0.0202 -2.1293
H -22.628480 20.619570 2.225400 -0.9894 0.2655 0.4623
C -22.135770 17.946610 -0.513740 0.3873 4.0995 0.0911
H -14.991450 14.917720 -3.202750 -0.3643 0.3784 0.8458
H -23.142150 17.226970 -10.339620 -0.0714 0.1238 -0.2384
H -24.425040 10.391660 -2.686630 -0.3158 -0.3837 0.7398
H -24.615710 14.124580 -8.062730 -0.4391 0.5741 -0.1767
H -18.476060 9.795960 -2.472040 0.1622 0.2080 -0.0503
H -17.071700 16.410510 -1.935010 0.3804 -0.1828 -0.3401
H -23.254380 16.593150 7.371050 -0.2898 0.4951 -0.5423
H -14.132250 12.590520 -3.816820 -0.2304 0.6061 -0.3147
Br -27.529140 21.853860 1.390130 -0.5752 -0.6964 -0.3684
C -26.110160 15.671630 -0.943040 0.9014 0.1376 -2.6131
C -20.287310 18.412610 -4.688960 -0.2590 -0.2559 0.0262
O -18.594280 13.062690 -0.684320 7.4532 -0.8110 -6.6125
N -17.533320 12.968290 -1.588780 -4.4918 0.4131 5.0785
H -16.311840 9.756830 -1.308410 0.0122 0.0518 -0.4619
C -23.262450 14.098060 2.545500 0.1423 0.9868 0.4410
O -22.545810 15.734150 -0.429400 -1.5702 0.3902 2.4914
C -15.971470 11.627300 -3.306720 -0.4199 0.4067 0.9504
H -14.997620 13.454680 -0.454630 0.1947 0.3462 -0.3294
C -26.523140 15.455480 0.402240 -0.1076 1.1886 2.0842
H -22.340080 9.034590 0.609500 0.0180 0.2773 -0.4593
H -19.274740 11.388470 -2.488040 -0.0773 -0.2000 0.0024
H -24.323650 14.062370 -6.342160 -0.1513 0.4535 0.2571
C -21.509860 14.068170 -2.819880 4.0075 -2.8073 -0.6990
C -23.538660 8.308840 -2.598900 -0.6548 1.0048 0.4935
C -27.432740 14.346270 0.461990 -1.8139 -3.4697 -1.7173
Br -22.688420 19.935240 -5.317260 0.8781 -0.7461 -0.3726
O -22.057710 19.134890 -0.219090 0.1147 -2.2107 -0.2686
C -21.925810 8.054660 -4.483410 -2.0979 0.2722 2.3105
O -26.822790 16.589310 -7.010310 2.4356 -1.1221 -0.0886
Br -20.066160 8.669060 -0.468010 -0.5865 0.3128 0.9155
O -24.482760 16.921010 -8.056280 -0.8732 -0.4755 0.5736
H -25.542800 17.647790 -9.748420 0.2732 0.4102 0.4048
H -23.138330 14.156340 1.464160 0.4466 -0.3160 0.2595
H -16.429420 11.708090 -4.292540 -0.1265 0.4702 0.1049
H -27.368570 19.655430 -0.095570 -0.2780 0.6000 0.0553
C -23.896470 16.441460 -10.385120 1.5711 -0.9042 0.6901
H -21.984130 17.499250 -5.469000 -0.5232 0.4472 -0.0658
O -23.643390 13.720830 -3.850220 1.3399 0.8339 0.6758
C -17.602870 15.465030 -2.044650 0.0997 -0.5392 1.8871
H -28.326770 12.617860 -0.297530 -0.2707 -0.1568 -0.6648
C -25.034610 14.401870 -7.095400 -0.7052 1.0140 0.7354
H -23.739570 13.186930 2.906480 0.7242 -0.2658 -0.1035
H -18.332520 15.505000 -1.235880 -0.1196 -0.1204 0.0234
O -21.026640 15.040150 -2.151720 0.7865 1.7086 1.5962
H -21.695960 19.380180 2.810960 -0.1158 -0.3488 0.5827
O -26.208310 16.169290 1.390240 -0.8084 -1.7452 -2.4244
O -20.957120 15.590220 2.872110 -1.3256 -2.3056 1.4778
C -22.609350 7.590140 -3.373450 3.3133 -1.5530 -4.2238
H -21.089820 18.359450 -6.690990 -0.2183 0.5383 0.0169
C -21.492940 9.714130 0.516400 0.3469 1.6260 -2.2394
C -21.731160 11.033470 -0.446440 -0.3121 -2.0272 1.8348
H -14.361710 12.458430 -2.141940 -0.1736 0.2743 0.2419
C -14.905640 12.696360 -3.056060 -1.2715 0.7524 0.2227
Br -23.551260 19.704680 4.532940 0.3010 0.1995 -0.5980
H -18.332570 10.907040 -3.887390 0.0044 -0.1053 0.1306
H -21.861290 10.817670 -1.506910 -0.2618 -0.2980 0.2785
H -16.248920 14.029390 -3.971710 -0.6486 0.4663 0.2383
C -22.100930 9.475810 -4.944510 2.8963 0.2130 -2.5959
H -25.456930 19.976860 2.290620 -0.0223 -0.0932 -0.1784
H -25.508870 16.565370 -1.021020 0.2497 0.0483 -0.6547
O -21.330040 9.881260 -5.878400 -2.8311 -0.7672 2.9775
H -15.508650 10.640660 -3.327990 -0.0933 -0.1428 0.2634
O -24.751230 16.691850 -5.549590 -1.4966 -1.3641 -3.5056
H -25.363550 18.668570 1.069890 0.0330 0.1788 -0.1922
C -15.718750 14.125720 -3.024210 1.6586 -3.4983 -0.6562
C -22.658000 15.837060 6.860400 -1.0641 0.9516 0.1502
H -19.440840 19.039560 -4.969170 -0.1919 -0.0497 0.3002
O -20.970140 13.105490 3.373970 -0.1811 1.1758 0.6509
H -21.660420 16.089400 7.219900 0.1387 -1.0358 -0.0055
H -23.292810 11.303510 -4.532490 -0.1451 0.0940 0.1577
H -24.015590 14.862920 2.734890 0.4894 0.5756 0.4080
C -27.180900 19.931680 0.942000 0.5784 0.4018 0.8443
H -26.139970 15.275330 -3.001260 0.3538 -0.2292 -0.1714
C -16.504970 10.784610 -1.001030 -0.7332 -1.0532 1.1831
S -21.636080 14.389430 3.412480 -1.5467 1.1133 -1.5671
C -25.704010 19.684510 1.270040 -0.3792 1.0814 -0.4074
H -27.894290 19.454510 1.613930 0.3386 -0.3513 -0.1046
Br -19.705880 16.532210 -4.825070 0.5079 0.0950 0.0726
C -26.428490 14.895340 -2.032360 0.2662 2.5345 0.4176
H -15.573140 11.111220 -0.539380 -0.1945 0.5579 -0.1784
C -27.774860 13.485930 -0.626550 0.2674 2.3497 4.1816
Br -23.410720 11.763840 0.287420 0.4962 -0.1513 -0.7649
C -22.854710 14.411170 -3.222080 -4.4675 -0.1472 -1.4402
O -21.707630 17.419980 -1.621050 0.6044 -0.6744 -2.7346
C -24.994960 16.759940 -9.432700 -1.7526 0.1545 0.6538
H -15.218730 15.218070 -0.141350 0.1553 0.2916 -1.2473
H -20.685270 18.549720 -3.683520 0.5233 0.0498 0.0463
H -21.184230 10.019030 1.516320 0.4244 -0.0517 -0.2961
H -25.800530 16.030500 -9.348660 0.2035 -0.4776 -0.4349
H -22.280640 16.748120 4.883990 0.5827 -0.1637 0.1440
H -23.189440 14.938610 7.174200 0.9792 -0.4252 0.3396
C -21.426160 18.416790 -5.655760 -0.9343 -0.0373 -0.1689
O -23.443330 17.037230 1.330200 2.6062 -0.7633 -3.8190
H -22.428580 6.528150 -3.296560 -0.3982 -0.1623 1.0700
H -23.757520 15.918300 4.937750 -0.4014 0.0428 0.5194
H -27.829000 14.136170 1.444450 -0.0778 -0.3302 0.0986
C -21.247770 21.241800 3.776250 -0.6284 -0.4492 0.6820
H -26.018760 13.979140 -6.893290 0.1658 -0.3341 -0.2206
C -23.126180 10.283310 -4.219720 0.4309 -2.2637 1.1782
H -18.185900 15.454690 -2.965560 0.5312 -0.4226 -0.0580
C -22.246360 20.247340 3.175940 1.1478 0.3086 -0.6054
H -20.680100 20.735640 4.557050 0.2062 0.1452 -0.1592
O -20.831100 13.073800 -3.112020 -1.5871 1.0240 0.2508
C -22.751490 15.885790 5.356010 -0.5651 0.7869 -0.5926
H -21.325970 7.324210 -5.005940 0.2444 0.4682 -0.3507
S -25.406460 16.242690 -6.820510 1.4662 1.5302 1.2637
C -18.391800 10.831520 -2.801620 0.9442 1.1457 0.8542
B -22.128860 15.987890 -1.793410 1.0899 0.9637 1.5137
H -17.292730 10.645830 -0.260580 0.1566 0.2570 0.3901
C -16.622110 14.244110 -1.775880 -0.1283 1.4514 -0.2323
H -24.086380 16.162140 -11.421470 -0.7744 0.5369 0.1044
H -23.391450 15.554960 -10.001510 0.2286 -0.1416 0.1249
O -27.332370 12.799210 -2.861840 -0.2804 3.1560 2.0725
Br -24.731690 21.014940 0.100990 0.2335 -1.1265 0.3800
C -23.725930 9.695480 -3.125920 -0.2417 2.4213 -1.4418
H -16.259620 14.121920 0.466170 -0.7243 -0.2492 -0.2228
O -24.095910 7.801950 -1.641890 -0.1186 0.8119 -0.2211
H -20.914180 11.751160 -0.371860 -0.2290 -0.0141 0.4338

---

Entry 2:
18
Properties=species:S:1:pos:R:3:forces:R:3 method="wB97M-V/def2-TZVPD" s_squared=0.7864 multiplicity=2 e_homo_ev="-14.0 / -14.0" e_above_lowest_kcal_mol=60.3 charge=+1
H 2.491586 1.034155 -1.237056 -1.4615 0.9624 -1.6562
H -2.076514 0.018474 0.172001 1.4369 -0.3574 -1.1709
H -0.334221 1.688910 1.118667 1.1827 -1.0773 -0.8935
H -2.697163 -2.748789 3.951349 0.6121 -0.1336 0.5787
O 2.610118 -1.196951 0.910855 -1.2253 -0.0980 0.3874
H -0.136170 0.610004 -2.627905 -1.3287 0.0263 -1.8785
H 1.333197 2.423743 -1.690730 1.0490 -0.2698 -0.6187
N 0.387974 1.220275 0.483255 -0.2912 0.7001 -0.3790
H 1.658984 -1.295881 1.129457 0.9067 -0.1437 0.1721
C 1.695771 1.422826 -2.021226 0.7474 0.5866 4.1339
C -0.081141 0.577262 -0.532326 -3.7195 -1.7462 -2.7624
H 2.561757 -0.809645 0.041278 0.3736 0.1010 -0.5172
H -1.543218 -0.483153 -1.430206 -0.9619 -0.8101 -1.1984
H 2.011930 1.371356 -2.976662 1.5770 0.3465 -3.0725
N -1.313841 -0.187547 -0.527621 2.8318 2.6875 1.8240
H -3.888409 -2.282513 3.223473 1.3118 1.3342 2.1332
O -3.244687 -1.961287 3.969842 -1.9181 -1.2065 -2.7522
N 0.564047 0.598762 -1.956446 -1.1227 -0.9020 7.6704